Record 1
{
  "formula": "C11H17N3",
  "method": "the ωB97M-V functional and the def2-TZVPD basis",
  "species": ["C", "C", "C", "C", "C", "C", "C", "C", "C", "N", "C", "C", "N", "N", "H", "H", "H", "H", "H", "H", "H", "H", "H", "H", "H", "H", "H", "H", "H", "H", "H"],
  "coordinates": [[-1.56928, 0.13248, -1.75555], [-1.62421, -0.00830, -0.25512], [-2.48371, 1.13050, 0.32223], [-2.19555, -1.41270, 0.00308], [-0.15887, 0.16245, 0.20898], [0.03020, -0.07878, 1.73655], [0.24258, 1.51238, -0.14601], [1.52443, 1.84411, -0.18007], [2.38856, 0.70104, -0.05171], [3.67063, 0.70446, 0.39343], [4.09135, -0.60693, 0.30568], [3.04339, -1.36661, -0.28122], [1.97249, -0.55037, -0.29144], [0.66197, -0.85292, -0.56424], [-2.45230, -0.10944, -2.26219], [-0.87439, -0.63651, -2.00623], [-1.17875, 1.13397, -2.08903], [-2.82615, 1.75472, -0.38530], [-3.20606, 0.61058, 0.79771], [-1.97899, 1.69833, 1.08565], [-3.17650, -1.45049, -0.40746], [-2.30763, -1.48478, 1.02405], [-1.62224, -2.22452, -0.44065], [0.33784, -1.11068, 1.89389], [-0.86120, 0.15888, 2.19449], [0.72797, 0.57695, 2.12446], [-0.45786, 2.22528, -0.47210], [1.95156, 2.71688, -0.49382], [5.08667, -0.90069, 0.52336], [2.90981, -2.50387, -0.26321], [0.33423, -1.76542, -0.26821]],
  "e_above_lowest_ev": 3.362,
  "mol_weight_g_mol": 191.28,
  "orbital_gap_ev": 8.60,
  "smiles": "CC(C)(C)[C@]1(C)C=Cc2nccn2N1",
  "homo_ev": -7.950,
  "e_tot_ha": -593.50097
}



Record 2
{
  "formula": "C11H17N5O4",
  "method": "the ωB97M-V functional and the def2-TZVPD basis",
  "species": ["N", "C", "O", "C", "C", "C", "N", "C", "O", "N", "C", "C", "C", "C", "N", "C", "N", "C", "O", "O", "H", "H", "H", "H", "H", "H", "H", "H", "H", "H", "H", "H", "H", "H", "H", "H", "H"],
  "coordinates": [[4.48686, -1.13319, -0.01838], [4.11577, 0.11994, 0.37924], [4.69222, 0.63601, 1.36424], [2.90959, 0.69301, -0.29797], [1.59596, 0.17810, 0.17600], [1.33309, -1.28181, 0.13306], [1.98263, -1.87048, -1.07694], [-0.20459, -1.58018, 0.23518], [-0.64816, -2.55182, -0.37531], [-0.89694, -0.70358, 0.92489], [-2.34593, -0.67072, 0.83043], [-2.78732, 0.31014, -0.28903], [-2.28528, 1.63559, 0.02290], [-2.31181, 2.64846, -0.89144], [-1.57118, 3.67571, -0.42723], [-1.23770, 3.22314, 0.87086], [-1.60835, 2.00805, 1.16332], [-3.01785, -2.09324, 0.62314], [-3.14091, -2.88690, 1.53181], [-3.44964, -2.35167, -0.64770], [3.83211, -1.67600, -0.58549], [5.35946, -1.62801, 0.18811], [2.97300, 1.80267, -0.17329], [2.99488, 0.60308, -1.35968], [0.93589, 0.69999, -0.51609], [1.35384, 0.50708, 1.20898], [1.79355, -1.75126, 0.97474], [1.53412, -1.37225, -1.82935], [1.57969, -2.84860, -1.20789], [-0.56761, 0.19156, 0.66109], [-2.72015, -0.35233, 1.87771], [-2.34056, -0.12540, -1.23165], [-3.81353, 0.27587, -0.46759], [-2.72632, 2.48989, -1.86370], [-1.18079, 4.46804, -0.89707], [-0.62743, 3.85765, 1.54505], [-3.99058, -3.14654, -0.55497]],
  "e_above_lowest_ev": 2.240,
  "mol_weight_g_mol": 283.29,
  "orbital_gap_ev": 9.43,
  "smiles": "NC(=O)CC[C@H](N)C(=O)N[C@@H](Cc1c[nH]cn1)C(=O)O",
  "homo_ev": -9.142,
  "e_tot_ha": -1004.12134
}



Record 3
{
  "formula": "C11H17NO2S2",
  "method": "the ωB97M-V functional and the def2-TZVPD basis",
  "species": ["C", "C", "C", "S", "C", "N", "C", "C", "C", "C", "C", "C", "S", "C", "O", "O", "H", "H", "H", "H", "H", "H", "H", "H", "H", "H", "H", "H", "H", "H", "H", "H", "H"],
  "coordinates": [[1.31613, -0.48961, 3.63885], [0.08980, 0.12952, 2.64052], [0.71645, 1.35045, 1.92793], [-0.38174, 2.02433, 1.02285], [-0.88523, 0.82099, -0.26096], [-2.06816, 0.33584, -0.13133], [-2.47109, -0.86470, -0.68634], [-3.91648, -1.35411, -0.60347], [-1.40679, -1.62171, -1.65446], [-0.14684, -0.97279, -1.76100], [0.80384, -1.76134, -2.43191], [0.00202, 0.27458, -0.90590], [1.70639, 0.83779, -1.51497], [1.53727, 2.68722, -1.16260], [2.61123, 0.54954, -0.49123], [2.09085, 0.55647, -2.75737], [0.79615, -1.29403, 4.19819], [1.67721, 0.48269, 4.29876], [2.13627, -0.78878, 2.96878], [-0.59972, 0.49354, 3.41103], [-0.17957, -0.56187, 1.95329], [1.00696, 2.32365, 2.67060], [1.66175, 1.01364, 1.36896], [-4.41023, -0.59144, 0.24795], [-3.89891, -2.34772, -0.31609], [-4.21408, -1.40214, -1.48399], [-1.84911, -2.36133, -2.14196], [0.64766, -2.98570, -2.61316], [1.02353, -1.46383, -3.47312], [1.89244, -1.99595, -1.88573], [0.65059, 2.96932, -1.60868], [2.23109, 3.05467, -2.12798], [1.83032, 2.95281, -0.33542]],
  "e_above_lowest_ev": 9.157,
  "mol_weight_g_mol": 259.40,
  "orbital_gap_ev": 8.41,
  "smiles": "CCCSc1nc(C)cc(C)c1S(C)(=O)=O",
  "homo_ev": -8.183,
  "e_tot_ha": -1430.57612
}



Record 4
{
  "formula": "C11H18",
  "method": "the ωB97M-V functional and the def2-TZVPD basis",
  "species": ["C", "C", "C", "C", "C", "C", "C", "H", "H", "H", "H", "H", "H", "H", "H", "C", "C", "C", "C", "H", "H", "H", "H", "H", "H", "H", "H", "H", "H"],
  "coordinates": [[2.28188, -1.09246, -0.52767], [2.65242, 0.76797, 2.74376], [2.60805, -0.28456, 1.76324], [2.38101, 2.09660, 2.39940], [2.17355, 0.02630, 0.50090], [1.91325, 2.36118, 1.10494], [1.87092, 1.34229, 0.11667], [2.67038, 0.46176, 3.79102], [2.84899, -1.28496, 2.08100], [2.41702, 2.92444, 3.08957], [1.86613, 3.41717, 0.83894], [2.04483, -2.06153, -0.06524], [3.22383, -0.99525, -1.06774], [1.63946, 1.55218, -0.92052], [1.54218, -1.19208, -1.34049], [-2.34026, -0.72260, -0.65284], [-3.84087, -0.33879, -0.76962], [-2.06448, -1.79390, -1.70148], [-1.48959, 0.54101, -0.80663], [-2.12692, -1.09259, 0.35621], [-4.06668, 0.55963, -0.20999], [-1.03891, -1.94005, -2.04721], [-2.36575, -2.81374, -1.42009], [-2.65795, -1.53991, -2.58467], [-1.19285, 0.81093, 0.20924], [-0.50801, 0.32797, -1.24478], [-4.44698, -1.18919, -0.43402], [-4.07892, -0.20692, -1.82782], [-1.91572, 1.35912, -1.37408]],
  "e_above_lowest_ev": 0.796,
  "mol_weight_g_mol": 150.27,
  "multiplicity": 2,
  "charge": -1,
  "s_squared": 0.760,
  "orbital_gap_ev": [2.41, 6.83],
  "homo_ev": [0.950, -3.500],
  "e_tot_ha": -429.85975
}